Entry 1:
Here is a 2-piece molecular cluster, C3H9F3PSi overall in a non-equilibrium geometry from the Open Molecules 2025 dataset. Energies are from ωB97M-V/def2-TZVPD.

Last column: Löwdin charge in e.
Element x y z (Å)
1 C 0.08764 2.00004 -0.10606  -0.185
2 C -1.64075 -0.67280 -1.28741  -0.173
3 C -0.61247 -0.97201 1.64765  -0.181
4 F 2.23707 0.56271 0.70940  -0.306
5 F 2.21263 -1.78912 0.07085  -0.249
6 F 1.88739 -0.05291 -1.46374  -0.308
7 Si -0.76035 0.24990 0.15911  1.040
8 P 3.00260 -0.45411 -0.30036  0.950
9 H -0.65051 2.83333 -0.15337  0.052
10 H 0.89282 2.30766 0.60507  0.045
11 H 0.70544 2.05668 -0.98977  0.022
12 H -2.20952 -1.55180 -0.89925  0.055
13 H -2.34989 0.05538 -1.78182  0.057
14 H -0.86214 -0.87678 -2.03575  0.041
15 H 0.21948 -0.71243 2.28460  0.022
16 H -1.58615 -0.94405 2.20460  0.058
17 H -0.57328 -2.03969 1.33626  0.060

Computed properties:
Energy (a.u.): -1049.9683
Kohn-Sham gap (eV): 10.43
Highest occupied orbital energy (eV): -15.79
Net charge: +1
E_LUMO (eV): -5.36

=====

Entry 2:
Here is one molecule with the formula C3H9FNO2P in a non-equilibrium geometry from the Open Molecules 2025 dataset. Energies are from ωB97M-V/def2-TZVPD.

Last column: Löwdin charge in e.
Element x y z (Å)
1 N -0.94462 -1.05353 -0.99373  -0.055
2 C -1.30515 -0.44850 0.27716  -0.270
3 C -0.85092 0.99729 0.42173  -0.311
4 F -1.13449 1.69464 -0.78471  -0.054
5 C 0.70902 1.18936 0.67068  -0.168
6 P 1.70972 -0.26490 0.22565  0.510
7 O 3.12839 0.09918 0.61758  -0.398
8 O 1.75660 -0.66530 -1.27204  -0.222
9 H -1.13464 -2.11465 -0.93685  0.140
10 H -1.21133 -0.55881 -1.88793  0.120
11 H -2.39152 -0.44451 0.38033  0.107
12 H -0.90906 -1.11792 1.11747  0.128
13 H -1.46600 1.49038 1.15169  0.129
14 H 1.14899 2.00368 0.05598  0.116
15 H 0.80965 1.44533 1.67001  0.064
16 H 1.29088 -1.45200 0.97808  0.057
17 H 0.79448 -0.79974 -1.69111  0.105

Computed properties:
Energy (a.u.): -766.1762
Kohn-Sham gap (eV): 9.87
Highest occupied orbital energy (eV): -9.44
Structure (SMILES): NC[C@H](F)C[P@H](=O)O
Net charge: 0
E_LUMO (eV): 0.43

=====

Entry 3:
Here is C3H9FNa2O4P as an isolated structure in a non-equilibrium geometry from the Open Molecules 2025 dataset. Energies are from ωB97M-V/def2-TZVPD.

Last column: Löwdin charge in e.
Element x y z (Å)
1 Na -12.70077 -12.10259 6.36946  0.788
2 Na -10.52316 -11.12428 7.73561  0.810
3 F -12.16618 -11.09801 7.72093  -0.574
4 C -14.24809 -10.30600 7.86865  -0.208
5 O -14.98045 -10.48651 8.96488  -0.146
6 P -14.26762 -11.34902 10.06567  0.493
7 O -13.41558 -12.51907 9.57415  -0.264
8 O -13.52662 -10.25409 11.01852  -0.234
9 C -14.25688 -9.10603 11.56839  -0.071
10 O -15.49864 -11.69917 11.04656  -0.230
11 C -15.36974 -12.29325 12.31400  -0.098
12 H -14.81257 -10.10319 6.95852  0.106
13 H -13.51101 -11.08349 7.66785  -0.048
14 H -13.72363 -9.36257 8.02027  0.110
15 H -15.28849 -8.78639 11.42103  0.098
16 H -13.63846 -8.25090 11.29562  0.089
17 H -14.23495 -9.30318 12.64019  0.088
18 H -15.82533 -13.26388 12.11802  0.098
19 H -16.06605 -11.80318 12.99450  0.093
20 H -14.37983 -12.28492 12.77019  0.099

Computed properties:
Energy (a.u.): -1186.2842
Kohn-Sham gap (eV): 8.37
Highest occupied orbital energy (eV): -13.00
Net charge: +1
E_LUMO (eV): -4.63

=====

Entry 4:
Here is a 2-piece molecular cluster, C3H9IN2OS overall in a non-equilibrium geometry from the Open Molecules 2025 dataset. Energies are from ωB97M-V/def2-TZVPD.

Last column: Löwdin charge in e.
Element x y z (Å)
1 C 0.90859 -2.86996 0.18459  -0.147
2 C -1.14720 0.92124 0.66798  -0.205
3 C 0.61408 2.29513 -0.42038  -0.130
4 N 0.50576 -1.45424 0.33698  -0.284
5 N 0.13304 1.07039 0.11561  -0.409
6 O 2.04320 -0.03867 -1.24357  -0.424
7 S 0.69302 -0.34711 -0.72466  0.885
8 I -4.60489 -0.20660 0.18902  0.083
9 H 1.55035 -3.09956 -0.66888  0.071
10 H 0.13993 -3.52942 0.02206  0.038
11 H 1.54380 -3.08621 1.03127  0.079
12 H -1.87111 1.06869 -0.09992  0.013
13 H -1.12371 -0.14500 1.10495  0.093
14 H -1.43371 1.54411 1.43303  0.062
15 H -0.37928 2.81109 -0.79367  0.120
16 H 1.13539 2.97245 0.19416  0.059
17 H 1.29273 2.09368 -1.32856  0.096

Computed properties:
Energy (a.u.): -1000.1656
Kohn-Sham gap (spin up / spin down) (eV): 7.47 / 5.29
Highest occupied orbital energy (spin up / spin down) (eV): -9.02 / -8.63
Net charge: 0
E_LUMO (spin up / spin down) (eV): -1.56 / -3.34

=====

Entry 5:
Here is a 2-piece molecular cluster, C3H9INS overall in a non-equilibrium geometry from the Open Molecules 2025 dataset. Energies are from ωB97M-V/def2-TZVPD.

Last column: Löwdin charge in e.
Element x y z (Å)
1 C -0.70240 -0.82459 -1.98555  0.005
2 C -0.09452 1.06939 -0.35555  -0.175
3 C -0.88263 -0.20220 -0.81903  -0.697
4 N 0.27806 1.09194 1.16379  0.061
5 S 1.59547 -1.54856 1.50942  0.584
6 I -2.48726 -0.60765 0.62151  0.871
7 H -0.05614 -0.34030 -2.65925  0.071
8 H -1.31429 -1.53720 -2.39598  0.049
9 H 1.82703 -1.57477 0.17240  -0.156
10 H 0.93695 1.03216 -0.80008  0.143
11 H -0.67010 1.95993 -0.57049  0.121
12 H 0.88219 1.91467 1.38484  0.174
13 H 0.89969 0.27615 1.48086  -0.045
14 H -0.35863 1.17996 1.90951  0.086
15 H 0.14657 -1.88892 1.34362  -0.093

Computed properties:
Energy (a.u.): -870.0260
Kohn-Sham gap (eV): 9.92
Highest occupied orbital energy (eV): -13.41
Net charge: +1
E_LUMO (eV): -3.49

=====

Entry 6:
Here is a 2-piece molecular cluster, C3H9IS overall in a non-equilibrium geometry from the Open Molecules 2025 dataset. Energies are from ωB97M-V/def2-TZVPD.

Last column: Löwdin charge in e.
Element x y z (Å)
1 C 0.10202 -1.85535 0.57894  -0.443
2 S 1.49388 -0.72869 0.76636  0.704
3 C 1.64070 -0.21430 -0.95283  -0.443
4 H -0.13188 -2.27745 1.57076  0.036
5 H 0.34328 -2.68389 -0.10803  0.040
6 H -0.79197 -1.33257 0.19934  0.003
7 H 1.85545 -1.07111 -1.61341  0.040
8 H 0.72021 0.28021 -1.30604  0.003
9 H 2.47533 0.50322 -1.02473  0.036
10 C -1.44780 1.94196 0.53193  -0.618
11 I -2.47651 1.21695 -1.16056  0.676
12 H -2.12385 1.98376 1.40245  0.003
13 H -1.05953 2.95617 0.33899  0.004
14 H -0.59932 1.28111 0.77682  -0.042

Computed properties:
Energy (a.u.): -815.5650
Kohn-Sham gap (eV): 9.02
Highest occupied orbital energy (eV): -8.58
Structure (SMILES): CSC.CI
Net charge: 0
E_LUMO (eV): 0.45

=====

Entry 7:
Here is a 2-piece molecular cluster, C3H9N overall in a non-equilibrium geometry from the Open Molecules 2025 dataset. Energies are from ωB97M-V/def2-TZVPD.

Last column: Löwdin charge in e.
Element x y z (Å)
1 C -1.72282 -0.72525 0.89144  -0.034
2 C -0.92313 -0.40448 -0.10131  -0.322
3 N -1.27169 -0.12097 -1.46324  0.035
4 H -2.90445 -0.73900 0.67347  0.096
5 H -1.54998 -0.69298 1.95234  0.034
6 H 0.12419 -0.38813 0.03078  0.072
7 H -2.24730 -0.22638 -1.28534  0.044
8 H -0.85850 -0.86435 -2.00341  0.075
9 C 3.22170 1.08015 0.57647  -0.058
10 H 3.85234 1.17259 1.44510  -0.001
11 H 3.66010 1.50448 -0.34061  0.030
12 H 3.12228 -0.03314 0.67114  0.027
13 H 2.24864 1.41119 0.89959  0.000

Computed properties:
Energy (a.u.): -174.3876
Kohn-Sham gap (eV): 10.18
Highest occupied orbital energy (eV): -9.11
Structure (SMILES): C=CN.C
Net charge: 0
E_LUMO (eV): 1.07

=====

Entry 8:
Here is a 2-piece molecular cluster, C3H9N overall in a non-equilibrium geometry from the Open Molecules 2025 dataset. Energies are from ωB97M-V/def2-TZVPD.

Last column: Löwdin charge in e.
Element x y z (Å)
1 C -1.87733 1.26705 0.44292  -0.021
2 C -0.93599 0.55480 -0.21418  -0.261
3 C -1.26569 -0.43488 -1.27817  -0.138
4 H -1.68342 2.05693 1.16580  0.044
5 H -2.88963 0.88362 0.49143  0.046
6 H 0.07766 0.72187 0.08125  0.068
7 H -1.14783 0.02295 -2.43248  0.140
8 H -2.35678 -0.69441 -1.24132  0.071
9 H -0.70516 -1.31824 -1.05984  0.045
10 N 3.09045 -0.83309 0.86635  -0.031
11 H 2.73081 0.12475 1.13528  0.023
12 H 4.08105 -0.84537 0.46999  0.037
13 H 2.88185 -1.50597 1.57297  -0.024

Computed properties:
Energy (a.u.): -174.3947
Kohn-Sham gap (eV): 10.34
Highest occupied orbital energy (eV): -9.31
Structure (SMILES): C=CC.N
Net charge: 0
E_LUMO (eV): 1.03

=====

Number 3 is which compound? C3H9FNa2O4P

=====

Which formula does entry 4 have? C3H9IN2OS